This record from OMol25 describes one molecule with the formula C3H4N2O at a distorted geometry. The level of theory is the ωB97M-V functional and the def2-TZVPD basis.

Results
- Spin multiplicity: 1
- LUMO energy: -0.6 eV
- Energy above the lowest of the compared OMol25 structures with the same formula, charge and spin: 4.385 eV
- Orbital gap: 0.307 Ha

Element x y z (Å)
O (2.4235, -0.2802, -0.0212)
C (1.0807, -0.3857, -0.0766)
C (0.2053, -1.3682, -0.2125)
N (-1.6308, -0.1504, 0.0222)
C (-0.8561, 0.8949, 0.1257)
N (0.4555, 0.8604, 0.0853)
H (2.4929, 0.6832, 0.1572)
H (-0.3437, -2.2483, -0.4211)
H (-2.6468, 0.0682, 0.0846)
H (-1.1805, 1.9263, 0.2566)

Cartesian forces, eV/Å:
O -0.8 -0.3 -0.1
C -1.6 1.2 0.2
C -1.0 0.8 0.3
N 1.3 0.0 -0.1
C 0.7 0.4 0.0
N 0.6 -0.5 0.0
H 0.3 -0.4 -0.1
H 0.2 -0.4 -0.1
H 1.0 -0.8 -0.1
H -0.7 -0.1 0.0



This record from OMol25 describes a 6-piece molecular cluster, C39H36N5O12P overall at a distorted geometry. The level of theory is the ωB97M-V functional and the def2-TZVPD basis.

Results
- Spin multiplicity: 1
- LUMO energy: -0.6 eV
- Orbital gap: 0.301 Ha

Element x y z (Å)
C (-2.3296, 4.1381, -0.2092)
C (-1.1275, 4.8843, -0.7343)
C (0.1394, 4.3172, -0.6396)
C (1.2649, 4.9792, -1.1020)
C (1.1464, 6.2252, -1.6850)
C (-0.1082, 6.8005, -1.7876)
C (-1.2404, 6.1506, -1.3169)
C (-2.5674, 6.8608, -1.4447)
P (-3.6384, 6.1754, -2.7279)
C (-5.2905, 5.4665, -2.0077)
O (-5.4601, 5.9505, -0.9000)
O (-5.8713, 4.7231, -2.7924)
H (-2.5815, 3.2895, -0.8477)
H (-2.1059, 3.7220, 0.7700)
H (-3.1962, 4.7907, -0.1542)
H (0.2767, 3.3467, -0.1805)
H (2.2371, 4.5180, -0.9939)
H (2.0202, 6.7514, -2.0421)
H (-0.1909, 7.7866, -2.2281)
H (-3.1539, 6.7807, -0.5278)
H (-2.4163, 7.9230, -1.6265)
H (-2.9293, 5.2931, -3.5438)
H (-4.0139, 7.2239, -3.5654)
C (1.4389, -1.6116, -3.8490)
C (2.1578, -0.8689, -2.9216)
C (1.4922, -0.1314, -1.9580)
C (0.1107, -0.1569, -1.9411)
C (-0.6244, -0.8816, -2.8597)
C (0.0513, -1.6138, -3.8206)
N (-0.5998, 0.5909, -0.8973)
O (0.0735, 1.2208, -0.0988)
O (-1.8100, 0.5357, -0.8717)
H (1.9581, -2.1924, -4.5999)
H (3.2388, -0.8663, -2.9466)
H (2.0405, 0.4475, -1.2307)
H (-1.7032, -0.8785, -2.8209)
H (-0.5054, -2.1910, -4.5454)
C (-0.4104, 2.2984, 4.3381)
C (0.3484, 2.3848, 5.4992)
C (1.3185, 1.4331, 5.7673)
C (1.5074, 0.4102, 4.8557)
C (0.7597, 0.3029, 3.6988)
C (-0.2099, 1.2580, 3.4400)
N (2.5483, -0.5957, 5.1205)
O (3.1818, -0.5008, 6.1494)
O (2.7183, -1.4670, 4.2878)
H (-1.1656, 3.0447, 4.1262)
H (0.1856, 3.1953, 6.1959)
H (1.9174, 1.4846, 6.6638)
H (0.9319, -0.5094, 3.0088)
H (-0.8019, 1.1943, 2.5363)
C (-5.4734, -1.6939, 4.8970)
C (-5.4598, -0.5002, 5.6067)
C (-4.9233, 0.6423, 5.0358)
C (-4.4110, 0.5605, 3.7552)
C (-4.4092, -0.6162, 3.0303)
C (-4.9467, -1.7521, 3.6134)
N (-3.8516, 1.7709, 3.1325)
O (-3.8425, 2.7940, 3.7890)
O (-3.4213, 1.6761, 2.0022)
H (-5.8977, -2.5821, 5.3457)
H (-5.8698, -0.4571, 6.6061)
H (-4.9046, 1.5781, 5.5731)
H (-3.9979, -0.6419, 2.0321)
H (-4.9567, -2.6824, 3.0628)
C (1.5006, -5.7739, 3.4389)
C (1.9475, -4.4991, 3.1159)
C (1.5702, -3.9166, 1.9162)
C (0.7455, -4.6289, 1.0644)
C (0.2926, -5.8998, 1.3644)
C (0.6785, -6.4731, 2.5648)
N (0.3214, -4.0099, -0.2052)
O (0.7462, -2.9015, -0.4656)
O (-0.4311, -4.6409, -0.9175)
H (1.7934, -6.2237, 4.3783)
H (2.5845, -3.9526, 3.7954)
H (1.9098, -2.9265, 1.6527)
H (-0.3483, -6.4285, 0.6752)
H (0.3339, -7.4660, 2.8187)
C (6.5305, -5.5509, -4.9310)
C (5.2449, -6.0125, -5.1808)
C (4.3145, -5.1850, -5.7881)
C (4.6987, -3.9039, -6.1362)
C (5.9705, -3.4205, -5.8937)
C (6.8911, -4.2571, -5.2840)
N (3.7181, -3.0234, -6.7961)
O (2.5999, -3.4622, -6.9775)
O (4.0831, -1.9113, -7.1143)
H (7.2545, -6.2022, -4.4602)
H (4.9653, -7.0195, -4.9042)
H (3.3109, -5.5279, -5.9886)
H (6.2350, -2.4130, -6.1764)
H (7.8917, -3.8986, -5.0867)

Cartesian forces, eV/Å:
C 0.3 0.1 -0.2
C -0.2 -0.1 0.0
C 0.3 0.0 0.1
C 0.0 -0.2 0.0
C 0.0 0.1 0.0
C 0.3 0.1 -0.1
C 0.0 0.1 0.0
C 0.3 0.0 0.2
P -0.1 0.0 0.0
C -1.3 -0.8 -0.1
O 0.1 0.0 -0.1
O 0.7 0.6 0.4
H 0.0 0.0 -0.1
H -0.2 0.0 0.1
H -0.2 -0.2 0.2
H -0.2 0.1 0.0
H 0.0 0.0 0.0
H 0.0 0.0 0.0
H -0.1 0.0 0.0
H -0.1 0.0 0.0
H 0.0 0.0 -0.1
H 0.2 0.1 -0.1
H 0.1 0.0 -0.2
C 0.0 0.0 0.0
C -0.1 0.0 -0.1
C 0.2 0.0 0.0
C 0.0 0.0 -0.1
C -0.1 -0.1 -0.1
C 0.1 0.0 0.0
N 0.1 0.0 0.1
O 0.0 -0.2 0.1
O -0.1 0.0 0.0
H 0.0 0.0 0.0
H 0.0 0.0 0.0
H -0.1 0.0 0.1
H 0.0 0.0 0.1
H 0.0 0.0 0.0
C -0.1 0.1 0.0
C 0.0 -0.1 -0.1
C 0.0 0.1 0.1
C 0.0 0.0 0.0
C -0.1 -0.1 -0.2
C 0.0 0.0 0.0
N 0.0 0.0 0.0
O 0.0 0.0 0.1
O 0.0 -0.1 0.0
H 0.0 0.0 0.0
H 0.0 0.0 0.0
H 0.0 -0.1 0.0
H 0.1 0.0 0.0
H 0.0 0.0 0.0
C 0.0 0.0 0.0
C 0.0 -0.1 0.0
C 0.0 0.0 0.1
C 0.0 0.0 0.0
C 0.0 -0.1 -0.1
C 0.0 0.0 0.1
N 0.0 0.1 0.0
O 0.0 0.0 0.1
O 0.1 0.0 0.0
H 0.0 0.0 0.0
H 0.0 0.0 0.0
H 0.0 0.0 -0.1
H 0.0 0.1 0.0
H 0.0 0.0 0.0
C 0.0 0.0 0.0
C 0.0 -0.1 0.0
C 0.0 0.1 0.0
C 0.0 0.0 0.0
C -0.1 -0.1 0.0
C 0.0 0.0 0.0
N 0.0 0.0 0.0
O 0.0 0.0 0.0
O 0.0 -0.1 -0.1
H 0.0 0.0 0.0
H 0.0 0.0 0.0
H 0.0 0.0 -0.1
H 0.0 0.1 0.0
H 0.0 0.0 0.0
C 0.0 0.0 0.0
C 0.1 0.0 0.0
C -0.1 -0.1 0.0
C 0.0 0.0 0.0
C 0.1 0.1 0.0
C 0.0 -0.1 0.0
N 0.0 0.0 0.0
O -0.1 0.0 0.0
O 0.0 0.0 0.0
H 0.0 0.0 0.0
H 0.0 0.0 0.0
H 0.0 0.1 0.0
H -0.1 0.0 0.0
H 0.0 0.0 0.0



This record from OMol25 describes a 17-piece molecular cluster, H34O17 overall at a distorted geometry. The level of theory is the ωB97M-V functional and the def2-TZVPD basis.

Results
- Spin multiplicity: 1
- LUMO energy: -1.2 eV
- Energy above the lowest of the compared OMol25 structures with the same formula, charge and spin: 2.298 eV
- Orbital gap: 0.328 Ha

Element x y z (Å)
O (0.9487, 2.3799, -0.2751)
H (0.4107, 2.0729, -1.0101)
H (1.0977, 3.3169, -0.3651)
O (-2.0673, -2.3641, -1.4781)
H (-2.0093, -2.6201, -0.5671)
H (-1.4983, -1.5921, -1.5861)
O (2.4467, -2.1331, -0.8071)
H (1.8767, -2.5631, -0.1281)
H (2.7757, -2.9411, -1.2031)
O (0.4837, -2.7611, 1.0989)
H (-0.2893, -3.3041, 0.9909)
H (0.0537, -1.9151, 0.9419)
O (2.9717, -0.1041, 1.1829)
H (2.9857, 0.6959, 0.7289)
H (2.7287, -0.7141, 0.5219)
O (-2.9393, -0.3971, 1.0749)
H (-2.5343, -0.2091, 0.2129)
H (-3.7103, -0.9801, 0.9879)
O (-0.1173, -0.3601, 0.1659)
H (0.0967, 0.5639, 0.2609)
H (0.1097, -0.6001, -0.7131)
O (2.8037, 1.0009, -1.6711)
H (2.8007, 1.2439, -2.6351)
H (2.2687, 1.6189, -1.1491)
O (0.1567, -3.8311, -2.4191)
H (0.5347, -3.0081, -2.1081)
H (-0.7633, -3.7431, -2.1361)
O (-1.3803, -1.2741, 3.2019)
H (-2.0553, -1.2651, 3.8929)
H (-1.8963, -1.1781, 2.4179)
O (2.0197, 2.7949, 2.1799)
H (1.7357, 2.5049, 1.3399)
H (2.2887, 3.7419, 2.1659)
O (-2.3693, 2.7819, 0.1949)
H (-1.9013, 3.4479, -0.2751)
H (-1.7113, 2.3129, 0.6949)
O (-0.2743, 1.6569, -2.5001)
H (-0.5313, 2.4649, -2.9281)
H (0.0957, 1.1329, -3.2101)
O (-0.9753, 1.7679, 2.3099)
H (-0.4373, 0.9989, 2.4399)
H (-1.6253, 1.5149, 2.9499)
O (0.3807, -1.1271, -2.3031)
H (0.1147, -0.7801, -3.1641)
H (1.2947, -0.9201, -2.0891)
O (0.9857, 0.0629, 3.2549)
H (0.3127, -0.5621, 3.4619)
H (1.4127, -0.1801, 2.4889)
O (-2.5853, 0.7509, -1.4061)
H (-2.7183, 1.6299, -1.0981)
H (-1.8023, 0.9709, -1.9381)

Cartesian forces, eV/Å:
O 0.3 -0.2 0.5
H -0.3 0.1 -0.6
H -0.1 0.6 -0.1
O -0.3 -0.1 -0.8
H 0.0 0.1 0.8
H -0.2 -0.1 0.2
O -0.5 -0.7 0.4
H -0.3 0.6 0.1
H 0.6 0.0 -0.6
O 0.0 -0.2 -0.1
H -0.2 -1.2 0.1
H 0.5 1.1 0.2
O 0.1 -0.8 2.3
H 0.3 2.3 -0.9
H -0.2 -1.5 -1.4
O -0.3 -0.7 0.9
H -0.4 0.0 -0.3
H 0.4 0.5 -0.5
O -0.6 0.2 1.5
H 0.1 0.4 0.5
H 0.3 -0.2 -1.3
O 0.2 -0.4 -1.6
H 0.0 0.0 1.7
H 0.0 0.2 -0.4
O 0.0 -0.7 0.0
H 0.1 0.1 -0.1
H 0.0 0.0 -0.2
O 0.1 -0.5 1.7
H 0.3 -0.1 0.1
H -0.7 0.5 -1.6
O 1.2 1.5 2.0
H -0.5 -0.2 -1.2
H -0.4 -1.2 -0.3
O -1.3 0.3 -0.6
H 0.5 1.1 -0.3
H 0.7 -0.7 1.3
O 0.2 -0.1 -0.3
H -0.4 0.8 -0.4
H 0.3 -0.2 -0.1
O -0.5 0.7 -0.6
H 1.8 -0.8 0.1
H -1.3 0.4 0.5
O -0.7 0.4 -0.6
H 0.4 -0.5 0.1
H 0.9 0.0 -0.2
O -0.8 2.0 2.7
H -0.7 -1.1 0.0
H 1.9 -1.1 -2.7
O 0.6 -1.2 -1.6
H -1.0 1.3 1.5
H -0.2 -0.9 0.1